{
  "formula": "CH12O5",
  "method": "the ωB97M-V functional and the def2-TZVPD basis",
  "lumo_ev": 0.329,
  "smiles": "CO.O.O.O.O",
  "e_above_lowest_kj_mol": 133.86,
  "homo_lumo_gap_ev": 11.274,
  "total_charge": 0,
  "mol_weight_g_mol": 104.1,
  "elements": ["C", "O", "H", "H", "H", "H", "H", "H", "O", "H", "H", "O", "H", "H", "O", "H", "H", "O"],
  "xyz": [[1.68168, 2.90772, 2.83955], [1.07149, 2.11335, 1.86853], [1.88760, 3.89214, 2.41804], [2.58521, 2.31772, 3.08638], [1.12411, 2.96047, 3.78298], [0.15323, 1.85110, 1.85929], [-1.25919, -2.67849, -0.25993], [-0.05317, -2.69680, -1.02072], [-0.95898, -3.02342, -1.11420], [-4.73900, -3.54459, -3.14643], [-4.17284, -2.73180, -2.08534], [-3.90404, -3.50269, -2.61440], [2.77926, 1.09832, 1.09364], [3.50364, 1.61252, -0.17708], [3.39925, 0.84937, 0.39489], [-1.63125, -0.96191, -2.54236], [-0.28483, -0.32407, -2.05186], [-1.18218, -0.13893, -2.33098]]
}


{
  "formula": "CH12O6",
  "method": "the ωB97M-V functional and the def2-TZVPD basis",
  "lumo_ev": 0.512,
  "smiles": "C=O.O.O.O.O.O",
  "e_above_lowest_kj_mol": 18.01,
  "homo_lumo_gap_ev": 10.875,
  "total_charge": 0,
  "mol_weight_g_mol": 120.1,
  "elements": ["O", "C", "H", "H", "H", "H", "O", "H", "H", "O", "H", "H", "O", "H", "H", "O", "H", "H", "O"],
  "xyz": [[2.58599, 0.45843, 1.66692], [2.60713, -0.74077, 1.57323], [2.56701, -1.35206, 2.48452], [2.46293, -1.17396, 0.57217], [-1.48607, -1.67223, -0.69759], [-2.08679, -2.28451, -1.95843], [-1.30338, -1.82130, -1.64726], [-0.74131, 2.90471, -1.55031], [-0.21031, 1.46765, -1.49840], [-0.73473, 2.11093, -0.99547], [-0.63393, 1.67523, 0.93481], [0.44696, 1.21171, 1.91409], [-0.51532, 1.23785, 1.81892], [0.05963, -0.61940, -2.25344], [0.79969, -0.23175, -3.53706], [0.83628, -0.12526, -2.57539], [-1.76359, -0.52229, 1.36593], [-3.16579, -0.64855, 0.82054], [-2.39060, -1.19103, 1.04972]]
}


{
  "formula": "CH13N2O4",
  "method": "the ωB97M-V functional and the def2-TZVPD basis",
  "lumo_ev": -10.633,
  "e_above_lowest_kj_mol": 1549.13,
  "homo_lumo_gap_ev": 4.095,
  "total_charge": 1,
  "mol_weight_g_mol": 117.1,
  "elements": ["N", "C", "N", "H", "H", "H", "H", "H", "H", "H", "O", "H", "H", "O", "H", "H", "O", "H", "H", "O"],
  "xyz": [[0.91397, 0.61383, 1.36149], [-0.32020, 0.06611, 1.11869], [-1.22807, 0.98311, 0.30244], [1.49869, 0.77002, 0.54718], [0.97283, 1.49933, 1.83725], [-0.84037, -0.20847, 2.07271], [-0.13331, -0.87342, 0.51516], [0.92161, -0.40800, -0.95982], [-2.09523, -1.60906, 0.10326], [-2.13629, -2.04020, -1.77901], [-1.67645, -1.52653, -1.04278], [2.53165, 0.89707, -1.08417], [-2.08999, 0.36303, 0.19896], [1.25111, 1.35913, -1.58341], [1.18222, 2.05690, -2.19209], [3.72430, -0.21532, -1.26369], [3.40513, 0.46049, -0.67426], [-0.77955, 0.94092, -0.67426], [-3.00356, -2.20198, 1.49277], [-2.43394, -1.61135, 1.15371]]
}


{
  "formula": "CH13N3O4",
  "method": "the ωB97M-V functional and the def2-TZVPD basis",
  "lumo_ev": [3.552, 3.474],
  "e_above_lowest_kj_mol": 0.00,
  "spin_multiplicity": 2,
  "homo_lumo_gap_ev": [2.654, 9.308],
  "total_charge": -1,
  "mol_weight_g_mol": 131.1,
  "elements": ["N", "C", "N", "N", "H", "H", "H", "H", "H", "H", "H", "O", "H", "H", "O", "H", "H", "O", "H", "H", "O"],
  "xyz": [[0.93858, 0.14125, 2.58942], [0.89080, 0.16443, 1.21331], [0.84414, -1.06246, 0.62629], [0.89419, 1.26900, 0.53363], [0.47344, -0.65123, 3.04108], [0.48885, 1.02093, 2.86621], [1.01741, -1.10580, -0.37971], [1.36677, -1.78887, 1.10111], [1.27081, 2.04491, 1.05575], [0.79123, -0.45610, -2.36024], [1.93918, -1.09757, -3.09223], [1.19014, -1.34105, -2.53480], [-1.31447, 1.95848, 1.36787], [-2.75521, 1.89698, 2.06648], [-1.80257, 1.94441, 2.22165], [-1.33936, 0.49659, -1.90635], [-0.14207, 1.01541, -1.09571], [-0.45920, 0.87934, -2.02396], [-0.93348, -2.13746, -2.05404], [-1.97340, -1.99945, -0.91330], [-1.80759, -1.80246, -1.83872]]
}


{
  "formula": "CH13O5S",
  "method": "the ωB97M-V functional and the def2-TZVPD basis",
  "lumo_ev": 2.691,
  "e_above_lowest_kj_mol": 151.88,
  "homo_lumo_gap_ev": 5.973,
  "total_charge": -1,
  "mol_weight_g_mol": 137.2,
  "elements": ["C", "S", "H", "H", "H", "H", "H", "O", "H", "H", "O", "H", "H", "O", "H", "H", "O", "H", "H", "O"],
  "xyz": [[-0.18413, 1.44602, -1.10650], [0.11688, 0.77232, 0.60732], [-0.38247, 0.66929, -1.83973], [-1.08348, 2.06970, -1.03095], [0.51040, 2.24245, -1.35742], [-3.92341, 0.37437, 1.96929], [-2.98949, 1.20464, 1.25100], [-3.72064, 1.32290, 1.88697], [-1.62585, -2.16222, 0.00059], [-1.23730, -0.77676, -0.45859], [-1.86003, -1.50269, -0.66180], [2.33408, 3.25740, 3.15070], [3.47614, 2.77487, 2.36826], [3.17595, 3.58884, 2.81833], [6.15860, -4.21344, 0.40123], [5.27882, -4.85385, -0.69212], [5.80499, -5.05747, 0.10797], [-2.98992, -0.70433, -1.85660], [-3.25158, 0.20307, -2.94273], [-3.60758, -0.65511, -2.61521]]
}


{
  "formula": "CH13O6",
  "method": "the ωB97M-V functional and the def2-TZVPD basis",
  "lumo_ev": 3.701,
  "e_above_lowest_kj_mol": 57.45,
  "homo_lumo_gap_ev": 9.089,
  "total_charge": -1,
  "mol_weight_g_mol": 121.1,
  "elements": ["C", "O", "H", "H", "H", "H", "H", "O", "H", "H", "O", "H", "H", "O", "H", "H", "O", "H", "H", "O"],
  "xyz": [[1.57774, -1.94029, -1.48890], [0.95697, -0.97961, -0.67528], [0.93638, -2.12905, -2.35615], [2.49882, -1.53038, -1.95400], [1.85860, -2.84035, -0.94198], [-0.06232, 1.84122, -1.37409], [-1.50807, 2.40934, -1.79484], [-0.86872, 2.37473, -1.07601], [-2.14500, 1.69080, -0.13581], [-2.99227, 0.34893, 0.13238], [-3.04231, 1.29511, 0.02312], [1.27910, -2.26966, 1.87985], [1.17969, -1.19061, 0.92413], [1.33123, -1.31782, 1.92482], [2.02157, 1.67582, -1.13368], [1.19747, 0.05876, -1.16955], [1.42534, 1.18111, -1.68626], [-1.25863, -0.04700, 2.27102], [-0.48783, -1.15072, 2.79316], [-1.35389, -0.71736, 2.94664]]
}


{
  "formula": "CH14NO4",
  "method": "the ωB97M-V functional and the def2-TZVPD basis",
  "lumo_ev": -3.036,
  "e_above_lowest_kj_mol": 80.11,
  "homo_lumo_gap_ev": 11.511,
  "total_charge": 1,
  "mol_weight_g_mol": 104.1,
  "elements": ["C", "N", "H", "H", "H", "H", "H", "H", "H", "H", "O", "H", "H", "O", "H", "H", "O", "H", "H", "O"],
  "xyz": [[-1.13915, 1.41831, 0.10223], [-0.46669, 0.08457, -0.10438], [-1.01445, 1.82921, 1.08787], [-2.19748, 1.26279, -0.07909], [-0.70305, 2.03402, -0.67779], [-0.79866, -0.64676, 0.52450], [-0.76470, -0.16146, -1.05234], [0.55169, 0.17554, -0.11645], [-3.46376, -1.26344, 1.23014], [-3.06842, -0.25834, 2.18707], [-2.67967, -0.83456, 1.52335], [2.44648, -0.58854, -4.20558], [1.37342, -1.05559, -3.24840], [1.64963, -0.27326, -3.73966], [2.30168, 2.00035, -1.12416], [1.86631, 0.84541, -1.99036], [1.76503, 1.19895, -1.08330], [0.18767, -2.03085, 3.69902], [1.62183, -1.57432, 3.53634], [0.71928, -1.30938, 3.33912]]
}


{
  "formula": "CH14O5",
  "method": "the ωB97M-V functional and the def2-TZVPD basis",
  "lumo_ev": 0.394,
  "smiles": "C.O.O.O.O.O",
  "e_above_lowest_kj_mol": 13.26,
  "homo_lumo_gap_ev": 11.369,
  "total_charge": 0,
  "mol_weight_g_mol": 106.1,
  "elements": ["C", "H", "H", "H", "H", "H", "H", "O", "H", "H", "O", "H", "H", "O", "H", "H", "O", "H", "H", "O"],
  "xyz": [[1.51132, 1.82462, 1.55830], [1.75151, 2.69571, 2.15894], [1.74907, 0.95360, 2.17334], [2.14479, 1.73405, 0.68045], [0.45092, 1.83416, 1.32112], [-1.00341, -1.42800, -0.20260], [-1.43699, -2.51648, -1.20314], [-0.70485, -1.93447, -0.98154], [-2.50295, 1.94486, -1.01044], [-1.16313, 1.43392, -0.61585], [-1.97874, 1.82864, -0.21098], [0.88596, -3.04007, -0.84075], [2.22435, -3.07560, -1.54512], [1.76607, -3.44968, -0.78595], [0.89451, 1.16109, -1.21990], [0.21800, -0.28679, -1.45537], [0.13673, 0.67155, -1.54688], [-2.20678, 0.18159, 0.81875], [-1.02368, 0.00667, 1.65481], [-1.71271, -0.53938, 1.25281]]
}


{
  "formula": "CH14O5S2",
  "method": "the ωB97M-V functional and the def2-TZVPD basis",
  "lumo_ev": 0.396,
  "smiles": "CSS.O.O.O.O.O",
  "e_above_lowest_kj_mol": 89.48,
  "homo_lumo_gap_ev": 9.549,
  "total_charge": 0,
  "mol_weight_g_mol": 170.3,
  "elements": ["C", "S", "S", "H", "H", "H", "H", "H", "H", "O", "H", "H", "O", "H", "H", "O", "H", "H", "O", "H", "H", "O"],
  "xyz": [[1.73197, 0.90837, -2.90426], [1.28585, 2.66759, -2.86511], [-0.28057, 2.80546, -1.62146], [2.71349, 0.91336, -3.38079], [1.12226, 0.27977, -3.55799], [1.78431, 0.38770, -1.95028], [0.33436, 3.40362, -0.58237], [1.45495, -1.39867, 2.96722], [2.22932, -0.86877, 1.72225], [1.52818, -1.47716, 2.01936], [-0.76842, -0.82816, -1.71036], [-1.76625, 0.42490, -1.40505], [-1.48079, -0.47390, -1.18415], [-0.03065, -2.81783, 1.28727], [-0.64450, -4.15142, 0.83586], [-0.86588, -3.29730, 1.27433], [-0.08685, 2.27060, 2.22678], [-0.55334, 0.82577, 2.37316], [0.25393, 1.35570, 2.28102], [-2.03984, -0.53852, 1.00899], [-3.40757, -0.24415, 1.41043], [-2.51396, -0.14695, 1.75514]]
}


{
  "formula": "CH14O6",
  "method": "the ωB97M-V functional and the def2-TZVPD basis",
  "lumo_ev": 0.415,
  "smiles": "CO.O.O.O.O.O",
  "e_above_lowest_kj_mol": 169.87,
  "homo_lumo_gap_ev": 11.083,
  "total_charge": 0,
  "mol_weight_g_mol": 122.1,
  "elements": ["C", "O", "H", "H", "H", "H", "H", "H", "O", "H", "H", "O", "H", "H", "O", "H", "H", "O", "H", "H", "O"],
  "xyz": [[0.05092, -0.87789, 2.12602], [1.01987, -0.42346, 1.11133], [0.42532, -1.82320, 2.48694], [-0.90984, -0.79103, 1.62099], [-0.03687, -0.14082, 2.91289], [1.75008, -1.03367, 1.21849], [1.47139, 1.56598, -2.82472], [2.97125, 1.90915, -2.71578], [2.12885, 1.98363, -2.26004], [-0.12381, -6.01546, -3.11519], [0.46405, -5.28233, -4.30024], [-0.22844, -5.21459, -3.63446], [-2.10521, -0.61474, -3.25860], [-0.62662, -0.51957, -2.58215], [-1.30817, -0.11160, -3.11202], [-4.65979, 1.84470, 4.47998], [-4.86898, 2.28533, 3.03102], [-5.04551, 2.53768, 3.94211], [4.09139, 1.89439, 2.23430], [2.60242, 1.96245, 2.14340], [3.37102, 2.53552, 2.25982]]
}